Entry 1:
A structure of composition C33H52ClF3N6O3SSbSn. Source: OMol25; level of theory: ωB97M-V/def2-TZVPD.

Charge = -1
Relative energy (zero: lowest compared OMol25 entry of this formula, charge and spin) = 17.54 kcal/mol
Max |F| = 0.707 eV Å⁻¹
Multiplicity = 1
Energy = -3455.53360 Eh

Last column: Mulliken charge in e.
Positions of all 101 atoms, in Å:
Sn: -1.924 0.561 1.086  1.163
N: -2.078 2.007 -0.994  -0.659
N: -2.025 1.199 -2.153  -0.118
C: -2.632 -0.123 -2.038  0.483
O: -3.014 -0.596 -3.107  -0.744
O: -2.666 -0.614 -0.881  -0.414
H: -2.992 2.434 -0.866  0.272
H: -1.377 2.736 -1.045  0.202
H: -2.411 1.651 -2.974  0.278
F: 0.511 3.612 6.638  -0.336
C: 0.013 3.481 5.373  0.563
F: 0.217 4.676 4.783  -0.244
F: -1.317 3.337 5.530  -0.192
C: 0.652 2.332 4.660  -0.124
C: 1.688 1.653 5.276  -0.361
C: 2.241 0.540 4.662  -0.762
C: 1.665 0.122 3.473  -0.343
N: 0.684 0.767 2.868  -0.073
C: 0.187 1.902 3.386  0.437
S: -0.978 2.785 2.487  -0.568
H: 2.048 1.974 6.244  0.460
H: 3.074 0.011 5.105  0.394
H: 2.008 -0.779 2.970  0.382
C: -3.275 -4.056 5.662  -1.362
C: -2.308 -4.032 4.483  0.315
C: -0.879 -4.270 4.965  -1.528
Sb: -2.274 -2.233 3.153  0.328
C: -2.854 -0.631 4.545  1.289
C: -4.243 -0.699 5.163  -1.544
C: -1.761 -0.483 5.600  -1.415
C: -4.156 -2.603 2.072  0.622
C: -5.228 -3.357 2.850  -1.501
C: -3.788 -3.355 0.794  -1.353
H: -3.279 -5.049 6.127  0.452
H: -4.295 -3.829 5.356  0.205
H: -2.973 -3.336 6.426  0.250
H: -2.577 -4.837 3.790  0.366
H: -0.557 -3.469 5.636  0.275
H: -0.182 -4.307 4.126  0.338
H: -0.803 -5.218 5.510  0.431
H: -2.809 0.256 3.904  -0.344
H: -4.362 -1.587 5.785  0.238
H: -5.016 -0.703 4.393  0.286
H: -4.410 0.179 5.797  0.480
H: -1.769 -1.320 6.304  0.235
H: -1.906 0.436 6.175  0.413
H: -0.773 -0.433 5.135  0.234
H: -4.521 -1.607 1.806  0.175
H: -4.891 -4.370 3.085  0.280
H: -6.136 -3.444 2.244  0.488
H: -5.494 -2.853 3.780  0.233
H: -3.261 -4.286 1.026  0.323
H: -3.157 -2.744 0.150  0.206
H: -4.689 -3.615 0.229  0.395
C: 2.518 -1.027 -5.329  -1.711
C: 1.370 -0.006 -5.305  2.289
C: 0.967 0.333 -6.746  -2.104
C: 0.161 -0.701 -4.670  -1.980
C: 1.746 1.305 -4.520  2.215
O: 0.581 1.986 -4.068  -0.736
C: 2.417 2.387 -5.400  -1.995
C: 3.810 2.156 -6.014  -1.033
C: 4.972 2.187 -5.050  0.228
C: 5.224 3.324 -4.286  -0.039
C: 6.279 3.370 -3.391  -0.869
C: 7.107 2.266 -3.262  0.410
Cl: 8.439 2.317 -2.151  -0.233
C: 6.890 1.129 -4.019  -0.899
C: 5.828 1.101 -4.911  -0.134
C: 2.656 1.067 -3.282  -2.493
N: 2.026 0.394 -2.166  1.253
C: 1.263 0.939 -1.199  -0.117
N: 0.881 0.023 -0.340  -0.065
C: 1.428 -1.106 -0.847  -0.634
N: 2.141 -0.928 -1.943  -1.040
H: 2.246 -1.848 -5.996  0.530
H: 2.679 -1.447 -4.338  0.330
H: 3.455 -0.601 -5.693  0.197
H: 0.531 -0.552 -7.212  0.541
H: 1.816 0.649 -7.356  0.264
H: 0.210 1.119 -6.756  0.361
H: 0.026 -1.682 -5.129  0.558
H: -0.765 -0.155 -4.828  0.524
H: 0.276 -0.872 -3.602  0.144
H: 0.009 1.376 -3.567  0.326
H: 2.443 3.287 -4.780  0.832
H: 1.723 2.600 -6.212  0.482
H: 3.964 2.960 -6.739  0.416
H: 3.823 1.220 -6.572  0.423
H: 4.584 4.192 -4.393  0.403
H: 6.460 4.254 -2.795  0.405
H: 7.541 0.272 -3.911  0.408
H: 5.667 0.210 -5.507  0.319
H: 2.963 2.047 -2.916  0.643
H: 3.541 0.502 -3.554  0.485
H: 1.063 1.997 -1.137  0.472
H: 1.311 -2.074 -0.388  0.497
C: -4.034 1.431 1.391  -1.616
H: -3.965 2.518 1.509  0.502
H: -4.528 1.051 2.290  0.334
H: -4.690 1.218 0.540  0.397

=====

Entry 2:
A structure of composition C33H52F5N3O6SSiTeTi. Source: OMol25; level of theory: ωB97M-V/def2-TZVPD.

Relative energy (zero: lowest compared OMol25 entry of this formula, charge and spin) = 24.95 kcal/mol
Max |F| = 3.213 eV Å⁻¹
Multiplicity = 1
Energy = -4209.13580 Eh

Last column: Mulliken charge in e.
Positions of all 103 atoms, in Å:
Ti: 0.779 -23.614 0.587  -0.338
C: -0.168 -26.639 2.775  -1.405
N: 0.544 -25.361 2.911  1.064
C: -0.238 -24.449 3.801  -0.941
C: -1.484 -23.782 3.145  -1.357
C: -1.366 -22.376 2.493  0.765
N: -0.903 -22.416 1.070  1.178
C: -1.371 -21.533 0.223  -0.313
C: -0.962 -21.314 -1.139  0.963
C: -1.509 -20.215 -1.863  -0.868
C: -1.194 -19.940 -3.194  -0.866
C: -0.266 -20.725 -3.879  -0.491
C: 0.320 -21.798 -3.222  -0.828
C: 0.016 -22.149 -1.870  0.283
O: 0.611 -23.226 -1.341  -0.268
C: 1.887 -25.628 3.460  -0.761
C: 2.930 -26.206 2.474  -0.847
C: 3.321 -25.373 1.262  -0.614
N: 2.204 -25.159 0.312  0.886
C: 1.939 -25.954 -0.712  -0.284
C: 0.652 -26.167 -1.301  1.151
C: 0.606 -26.664 -2.629  -1.045
C: -0.584 -26.727 -3.342  -0.740
C: -1.776 -26.262 -2.793  -0.634
C: -1.773 -25.711 -1.521  -0.629
C: -0.601 -25.663 -0.748  0.282
O: -0.601 -25.089 0.434  -0.255
H: -0.255 -27.168 3.750  0.333
H: 0.386 -27.273 2.065  0.300
H: -1.158 -26.451 2.381  0.395
H: 0.435 -23.656 4.181  0.259
H: -0.521 -25.050 4.685  0.656
H: -2.266 -23.705 3.922  0.474
H: -1.865 -24.462 2.380  0.254
H: -0.642 -21.791 3.093  -1.167
H: -2.385 -21.919 2.501  0.678
H: -2.184 -20.851 0.483  0.131
H: -2.180 -19.539 -1.331  0.395
H: -1.694 -19.116 -3.670  0.425
H: -0.021 -20.517 -4.905  0.447
H: 1.008 -22.458 -3.723  0.462
H: 1.818 -26.321 4.330  0.520
H: 2.289 -24.682 3.876  0.074
H: 2.637 -27.236 2.194  0.322
H: 3.838 -26.322 3.069  0.555
H: 3.669 -24.381 1.558  -0.130
H: 4.169 -25.848 0.748  0.588
H: 2.721 -26.566 -1.174  0.300
H: 1.531 -26.933 -3.128  0.366
H: -0.561 -27.186 -4.323  0.409
H: -2.689 -26.304 -3.373  0.435
H: -2.656 -25.241 -1.091  0.432
F: 1.975 -21.885 0.072  -0.853
Te: 2.561 -21.247 1.908  1.154
F: 3.964 -22.401 1.307  -0.445
F: 0.944 -20.268 1.519  -0.624
F: 3.419 -19.713 1.138  -0.367
F: 3.790 -21.143 3.354  -0.350
O: 1.694 -22.915 2.304  0.204
C: 2.461 -19.226 7.024  -1.344
C: 1.023 -18.812 6.837  1.688
C: -0.020 -19.902 7.006  -1.098
C: 0.663 -17.648 7.725  -1.692
O: 0.935 -18.233 5.467  0.278
Si: 0.767 -18.851 3.961  -1.168
S: 1.371 -20.884 4.203  -0.788
O: 1.666 -17.983 2.909  0.879
C: 2.799 -17.030 2.905  1.674
C: 3.022 -16.734 1.412  -1.541
C: 3.981 -17.740 3.544  -1.072
C: 2.352 -15.784 3.668  -1.221
O: -0.790 -18.883 3.493  0.593
C: -1.899 -17.892 3.333  1.659
C: -2.185 -17.991 1.842  -1.385
C: -3.004 -18.507 4.190  -1.453
C: -1.392 -16.550 3.772  -1.138
H: 2.634 -19.623 8.031  0.477
H: 3.124 -18.341 6.921  0.249
H: 2.760 -19.982 6.279  0.149
H: -0.149 -20.105 8.085  0.501
H: 0.219 -20.844 6.502  0.211
H: -1.000 -19.555 6.633  0.068
H: 0.759 -17.994 8.765  0.449
H: -0.395 -17.341 7.536  0.330
H: 1.355 -16.797 7.571  0.298
H: 3.235 -17.651 0.868  0.127
H: 3.874 -16.043 1.281  0.378
H: 2.138 -16.253 0.968  0.282
H: 4.285 -18.613 2.965  0.191
H: 3.761 -18.071 4.571  -0.023
H: 4.865 -17.052 3.590  0.477
H: 1.526 -15.265 3.139  0.291
H: 3.189 -15.069 3.788  0.453
H: 1.993 -16.082 4.664  0.066
H: -2.627 -18.972 1.637  0.167
H: -1.260 -17.867 1.258  0.272
H: -2.901 -17.234 1.500  0.434
H: -3.143 -19.559 3.920  0.148
H: -3.968 -18.006 4.085  0.405
H: -2.709 -18.468 5.243  0.308
H: -0.597 -16.167 3.116  0.119
H: -1.004 -16.608 4.797  0.135
H: -2.218 -15.805 3.759  0.448

=====

Entry 3:
A cluster of 6 separate species, C33H52N8O6 in total. Source: OMol25; level of theory: ωB97M-V/def2-TZVPD.

Charge = +6
Relative energy (zero: lowest compared OMol25 entry of this formula, charge and spin) = 85.85 kcal/mol
Max |F| = 6.892 eV Å⁻¹
Multiplicity = 1
Energy = -2175.50565 Eh

Last column: Mulliken charge in e.
Positions of all 99 atoms, in Å:
N: -1.456 1.200 0.277  1.194
O: -0.568 1.513 1.068  -0.887
O: -2.235 0.320 0.476  -0.444
O: -1.463 1.774 -0.792  -0.881
C: 0.837 1.045 4.565  -0.877
C: 0.020 -0.086 4.304  0.618
O: 0.267 -1.234 4.744  -0.447
N: -1.242 0.115 3.486  0.195
H: -1.645 0.996 3.769  0.475
H: -1.002 0.307 2.524  -0.065
C: -2.301 -1.063 3.499  -0.792
H: 0.470 2.029 4.276  0.214
H: 1.832 0.866 4.159  0.301
H: 0.931 1.063 5.651  0.390
H: -3.291 -0.655 3.298  0.415
H: -2.451 -1.599 4.436  0.466
H: -2.079 -1.639 2.600  0.155
C: -4.584 0.321 -2.201  -0.547
C: -5.248 1.702 -1.826  0.468
O: -6.183 2.134 -2.474  -0.364
N: -4.401 2.561 -0.895  0.155
H: -3.466 2.204 -0.768  0.001
H: -4.480 3.511 -1.230  0.407
C: -5.089 2.417 0.527  -0.671
H: -5.161 -0.186 -2.975  0.401
H: -4.495 -0.319 -1.323  -0.058
H: -3.520 0.353 -2.439  0.277
H: -5.099 1.347 0.730  0.255
H: -6.101 2.819 0.478  0.411
H: -4.602 2.939 1.351  0.301
C: -4.436 -2.805 1.112  -0.852
C: -3.857 -4.003 1.889  0.495
O: -3.719 -4.043 3.069  -0.368
N: -3.347 -5.207 1.096  -0.152
H: -4.041 -5.479 0.415  0.452
H: -2.723 -4.775 0.430  0.179
C: -2.698 -6.389 1.947  -0.742
H: -5.219 -2.222 1.597  0.416
H: -4.939 -3.198 0.228  0.473
H: -3.580 -2.197 0.820  0.074
H: -2.496 -7.253 1.313  0.362
H: -3.375 -6.744 2.724  0.368
H: -1.766 -6.040 2.393  0.334
C: -1.548 6.736 2.809  -0.877
N: -0.345 6.309 2.102  0.137
C: 0.680 7.146 1.835  -0.591
C: 1.836 6.693 1.246  -0.568
C: 2.101 5.362 1.033  0.894
C: 1.044 4.472 1.380  -0.322
C: -0.174 4.970 1.871  -0.249
C: 3.384 4.859 0.488  1.069
C: 4.277 5.629 -0.210  -0.630
C: 5.462 5.122 -0.804  -0.437
N: 5.757 3.769 -0.754  0.064
C: 4.951 2.956 -0.098  -0.264
C: 3.778 3.485 0.506  -0.763
C: 6.946 3.273 -1.374  -0.904
H: -2.107 5.845 3.096  0.273
H: -2.193 7.226 2.080  0.403
H: -1.397 7.344 3.701  0.395
H: 0.437 8.165 2.099  0.500
H: 2.656 7.312 0.914  0.507
H: 1.001 3.395 1.304  0.070
H: -1.012 4.372 2.199  0.358
H: 4.084 6.646 -0.520  0.352
H: 5.952 5.780 -1.506  0.393
H: 5.134 1.902 0.052  0.537
H: 3.074 2.817 0.980  0.565
H: 7.142 3.815 -2.300  0.370
H: 6.796 2.236 -1.675  0.342
H: 7.760 3.483 -0.680  0.364
C: 1.978 -8.801 -2.895  -0.987
N: 1.937 -7.331 -2.958  0.010
C: 1.050 -6.752 -2.058  -0.395
C: 0.881 -5.331 -2.074  -0.825
C: 1.591 -4.586 -3.029  1.134
C: 2.406 -5.273 -3.909  -0.660
C: 2.681 -6.645 -3.762  -0.196
C: 1.585 -3.050 -2.946  1.150
C: 2.709 -2.297 -3.289  -0.766
C: 2.686 -0.901 -3.177  -0.338
N: 1.683 -0.308 -2.520  0.114
C: 0.693 -1.053 -2.006  -0.001
C: 0.557 -2.418 -2.278  -0.913
C: 1.551 1.175 -2.603  -0.724
H: 3.013 -9.136 -2.817  0.434
H: 1.440 -9.271 -3.718  0.335
H: 1.810 -9.029 -1.843  0.404
H: 0.429 -7.477 -1.553  0.500
H: 0.219 -4.943 -1.315  0.212
H: 3.032 -4.782 -4.640  0.466
H: 3.349 -7.118 -4.467  0.472
H: 3.549 -2.814 -3.729  0.470
H: 3.413 -0.188 -3.538  0.539
H: -0.044 -0.620 -1.346  0.392
H: -0.195 -2.965 -1.731  0.256
H: 1.297 1.336 -3.650  0.368
H: 2.518 1.513 -2.228  0.267
H: 0.707 1.549 -2.023  0.194

=====

Entry 4:
A structure of composition C33H53MnN3O11PSSe. Source: OMol25; level of theory: ωB97M-V/def2-TZVPD.

Charge = +1
Relative energy (zero: lowest compared OMol25 entry of this formula, charge and spin) = 7.83 kcal/mol
Max |F| = 0.557 eV Å⁻¹
Expectation value of S² = 3.82
Multiplicity = 4
Energy = -6572.93476 Eh

Last column: Löwdin spin population.
Positions of all 104 atoms, in Å:
Mn: -0.132 0.021 0.012  2.809
C: -0.980 0.570 -4.423  0.001
N: -0.803 -0.749 -3.805  0.003
C: -0.402 -1.865 -4.667  0.000
C: -0.750 -0.871 -2.509  0.001
O: -0.929 0.117 -1.732  -0.001
C: -0.477 -2.224 -1.881  0.001
O: -0.515 -2.061 -0.459  0.010
C: -1.584 -2.636 0.275  0.000
C: -2.398 -1.514 0.911  0.001
O: -1.994 -0.342 0.783  0.011
N: -3.497 -1.801 1.586  0.003
C: -3.970 -3.155 1.841  0.000
C: -4.256 -0.727 2.223  0.000
H: -1.560 0.442 -5.334  0.000
H: -0.002 0.997 -4.636  0.000
H: -1.506 1.224 -3.736  0.000
H: -0.565 -1.570 -5.698  0.000
H: -1.006 -2.750 -4.468  0.000
H: 0.657 -2.079 -4.518  0.000
H: 0.533 -2.536 -2.157  0.001
H: -1.207 -2.966 -2.204  0.000
H: -1.152 -3.261 1.060  0.000
H: -2.203 -3.260 -0.369  0.000
H: -3.309 -3.901 1.411  0.000
H: -4.967 -3.285 1.420  0.000
H: -4.021 -3.325 2.917  0.000
H: -4.058 0.212 1.717  0.000
H: -3.976 -0.637 3.274  0.000
H: -5.316 -0.965 2.156  0.000
O: 0.425 -0.521 1.737  0.013
P: 1.743 -0.527 2.582  0.005
C: 1.356 -1.536 4.048  -0.003
C: 1.104 -3.001 3.610  0.000
C: 0.224 -3.765 4.609  0.000
C: 0.523 -3.304 6.028  0.000
C: 0.087 -1.843 6.201  0.000
C: 0.172 -1.044 4.889  0.000
C: 2.150 1.194 2.969  0.003
C: 3.359 1.415 3.907  0.001
C: 2.910 1.656 5.345  0.000
C: 2.113 2.966 5.451  0.000
C: 1.350 3.271 4.153  0.000
C: 0.913 1.985 3.461  0.000
C: 3.159 -1.270 1.709  0.003
C: 2.872 -2.539 0.879  0.001
C: 4.159 -2.904 0.140  0.000
C: 5.264 -3.343 1.121  0.000
C: 4.955 -2.908 2.555  0.000
C: 4.398 -1.487 2.634  0.001
H: 2.255 -1.495 4.674  0.000
H: 2.061 -3.512 3.507  0.000
H: 0.634 -3.014 2.623  0.000
H: 0.395 -4.836 4.494  0.000
H: -0.836 -3.593 4.392  0.000
H: 1.596 -3.405 6.212  0.000
H: 0.027 -3.938 6.763  0.000
H: 0.705 -1.358 6.959  0.000
H: -0.941 -1.800 6.569  0.000
H: 0.257 0.011 5.132  0.000
H: -0.743 -1.155 4.299  0.000
H: 2.424 1.578 1.978  0.000
H: 3.891 2.297 3.543  0.000
H: 4.075 0.596 3.855  0.000
H: 3.774 1.683 6.009  0.000
H: 2.299 0.812 5.681  0.000
H: 2.794 3.790 5.670  0.000
H: 1.420 2.905 6.293  0.000
H: 1.975 3.843 3.465  0.000
H: 0.475 3.889 4.363  0.000
H: 0.260 2.199 2.625  0.000
H: 0.307 1.400 4.154  0.000
H: 3.406 -0.489 0.980  0.000
H: 2.074 -2.348 0.170  0.000
H: 2.560 -3.371 1.512  0.000
H: 4.476 -2.029 -0.430  0.000
H: 3.960 -3.686 -0.593  0.000
H: 6.224 -2.929 0.807  0.000
H: 5.377 -4.428 1.103  0.000
H: 5.852 -2.968 3.173  0.000
H: 4.240 -3.604 3.002  0.000
H: 5.175 -0.780 2.338  0.000
H: 4.178 -1.269 3.681  0.000
O: 3.807 0.414 -1.576  -0.004
Se: 2.371 0.102 -2.199  0.008
O: 2.157 -1.362 -2.849  0.004
O: 1.439 -0.194 -0.624  0.118
O: 1.577 1.257 -2.972  0.014
O: 3.354 3.744 1.176  0.002
S: 2.908 3.651 -0.205  0.001
O: 1.988 5.011 -0.528  0.001
N: 1.717 2.488 -0.193  0.013
C: 0.511 2.752 0.111  0.000
O: -0.403 1.775 0.227  -0.015
C: -0.005 4.085 0.427  -0.005
C: -1.241 4.294 1.042  0.000
C: -1.656 5.573 1.346  0.000
C: -0.838 6.658 1.032  0.000
C: 0.388 6.470 0.423  0.000
C: 0.801 5.180 0.123  -0.001
H: -1.860 3.438 1.278  0.000
H: -2.611 5.736 1.826  0.000
H: -1.163 7.663 1.269  0.000
H: 1.035 7.299 0.173  0.000

=====

> The highest multiplicity belongs to which entry?

C33H53MnN3O11PSSe

=====

> Which formula does entry 3 have?

C33H52N8O6

=====

> Which formula does entry 1 have?

C33H52ClF3N6O3SSbSn

=====

> relative energy (zero: lowest compared OMol25 entry of this formula, charge and spin) of number 3 (C33H52N8O6)?

85.85 kcal/mol